Entry 1:
C4H6O2 | ωB97M-V with the def2-TZVPD basis set

- E_HOMO (eV) = -8.87
- LUMO (eV) = 0.2
- total charge = 0

Atoms and positions in Å:
C -1.017 -0.356 -1.177
C 0.409 -0.045 -0.844
O 1.421 -0.280 -1.401
C 0.934 -0.232 1.426
C 0.096 0.808 1.112
O -0.957 1.298 1.436
H -1.705 0.000 -0.411
H -1.113 -1.437 -1.311
H -1.239 0.128 -2.133
H 0.749 -0.762 2.352
H 1.918 -0.293 0.983
H 0.503 1.170 -0.032

=====

Entry 2:
C3H6N2 | ωB97M-V with the def2-TZVPD basis set

- E_HOMO (eV) = -8.26
- LUMO (eV) = 0.2
- total charge = 0

Atoms and positions in Å:
C 1.530 -0.340 0.077
N 0.249 -0.569 0.348
C -0.782 -0.117 -0.418
C -2.091 -0.134 0.125
N -3.163 -0.111 0.580
H 1.848 -0.365 -0.959
H 2.262 -0.548 0.844
H 1.028 1.468 -0.305
H 0.016 -0.694 1.328
H 0.231 1.545 -0.480
H -0.670 -0.158 -1.493

=====

Entry 3:
C23H32ClN7O7PtS2Si | ωB97M-V with the def2-TZVPD basis set

- spin multiplicity = 5
- E_HOMO (spin up / spin down) (eV) = -7.89 / -9.22
- LUMO (spin up / spin down) (eV) = 0.1 / -3.4
- total charge = 0

Atoms and positions in Å:
Pt -0.590 1.239 1.888
C -0.995 -2.633 -0.133
C 0.078 -1.981 -1.010
C 1.453 -2.588 -0.752
C -0.325 -2.145 -2.470
O 0.066 -0.588 -0.642
Si 0.975 0.643 -1.192
S 0.485 2.308 0.124
O 2.528 0.282 -0.995
C 3.752 0.879 -1.493
C 3.681 2.392 -1.336
C 4.866 0.297 -0.639
C 3.912 0.483 -2.954
O 0.685 1.077 -2.718
C -0.374 1.795 -3.396
C -1.692 1.637 -2.653
C -0.461 1.178 -4.784
C 0.035 3.258 -3.476
H -1.178 -3.650 -0.493
H -1.913 -2.063 -0.260
H 0.263 -3.133 1.470
H 1.408 -3.677 -0.827
H 1.828 -2.307 0.233
H 2.167 -2.223 -1.488
H -0.312 -3.199 -2.749
H 0.373 -1.611 -3.116
H -1.328 -1.750 -2.642
H 3.536 2.660 -0.288
H 2.864 2.809 -1.931
H 4.612 2.845 -1.677
H 4.715 0.554 0.409
H 5.832 0.687 -0.965
H 4.881 -0.790 -0.730
H 3.082 0.867 -3.548
H 3.938 -0.604 -3.048
H 4.845 0.884 -3.352
H -1.964 0.584 -2.563
H -2.489 2.155 -3.187
H -1.642 2.065 -1.650
H -0.729 0.123 -4.714
H 0.499 1.261 -5.294
H -1.219 1.689 -5.379
H 0.107 3.696 -2.479
H -0.703 3.826 -4.044
H 1.002 3.352 -3.972
N 0.989 0.156 2.729
C 2.144 0.393 2.869
N 3.380 0.583 2.928
C 4.086 0.816 4.023
N 4.770 1.050 4.923
N 1.343 -3.521 3.823
C 0.316 -3.001 3.706
N -0.862 -2.399 3.558
C -1.286 -2.248 2.338
N -0.615 -2.670 1.263
S -3.676 0.599 5.359
C -2.317 1.174 4.509
N -2.001 0.471 3.453
C -2.835 -0.592 3.287
C -2.646 -1.577 2.186
C -3.730 -2.622 2.205
C -4.692 -2.679 3.163
C -4.778 -1.744 4.214
C -3.827 -0.702 4.233
H -1.787 2.067 4.804
H -2.678 -1.032 1.237
H -3.698 -3.372 1.424
H -5.425 -3.474 3.118
H -5.551 -1.812 4.965
O -3.331 3.657 0.273
Cl -3.079 2.738 1.313
O -1.919 3.180 2.111
O -4.196 2.536 2.159
O -2.654 1.441 0.741

=====

Entry 4:
C6H6O2 | ωB97M-V with the def2-TZVPD basis set

- E_HOMO (spin up / spin down) (eV) = -7.25 / -7.24
- LUMO (spin up / spin down) (eV) = -1.2 / -1.2
- total charge = 0

Atoms and positions in Å:
C -0.170 1.634 -2.719
C -1.282 1.460 -3.365
C 1.261 0.619 0.039
C 0.839 2.096 -2.046
C -1.048 -1.692 0.985
C -0.112 -0.604 1.539
O 2.427 0.383 0.170
O 0.114 0.320 0.375
H 1.449 2.669 -1.433
H -1.620 -2.124 1.706
H -1.669 -1.458 0.098
H -0.279 -2.496 0.615
H 0.783 -0.842 1.915
H -0.691 0.033 2.121

=====

Entry 5:
C29H27N7OOs | ωB97M-V with the def2-TZVPD basis set

- spin multiplicity = 5
- E_HOMO (spin up / spin down) (eV) = -19.87 / -19.85
- LUMO (spin up / spin down) (eV) = -11.5 / -14.1
- total charge = +4

Atoms and positions in Å:
Os 0.100 0.249 0.259
C 4.243 -1.065 -0.277
C 4.107 -2.429 -0.076
C 2.846 -2.963 0.180
C 1.757 -2.123 0.241
N 1.899 -0.771 0.049
C 3.118 -0.267 -0.210
C 0.375 -2.592 0.523
C -0.025 -3.876 0.836
C -1.373 -4.103 1.113
C -2.301 -3.065 1.090
C -1.860 -1.796 0.770
N -0.553 -1.610 0.486
C -2.658 -0.542 0.732
C -4.016 -0.506 0.950
C -4.681 0.718 0.918
C -3.964 1.874 0.658
C -2.603 1.778 0.440
N -1.950 0.605 0.475
H 5.208 -0.620 -0.475
H 4.971 -3.080 -0.116
H 2.731 -4.027 0.333
H 3.166 0.805 -0.349
H 0.683 -4.690 0.885
H -1.701 -5.104 1.367
H -3.336 -3.257 1.334
H -4.567 -1.414 1.152
H -5.747 0.759 1.099
H -4.447 2.841 0.633
H -1.997 2.652 0.248
N 1.617 3.249 2.788
C 1.172 4.104 1.808
C 0.667 3.318 0.829
N 0.811 1.987 1.205
C 1.394 1.995 2.405
H 2.043 3.523 3.664
H 1.256 5.174 1.898
H 0.238 3.599 -0.117
H 1.648 1.132 3.000
C -0.505 0.772 -6.632
N -0.245 0.327 -5.246
N 0.068 1.192 -4.226
C -0.159 0.500 -2.972
O 0.122 1.041 -1.873
C -0.603 -0.769 -3.328
C -0.678 -0.835 -4.706
C -1.173 -1.935 -5.566
C 0.724 2.376 -4.428
C 0.466 3.464 -3.543
C 1.049 4.673 -3.795
C 1.928 4.820 -4.889
C 2.217 3.735 -5.742
C 1.617 2.527 -5.529
H -0.673 1.846 -6.635
H -1.412 0.280 -6.973
H 0.327 0.515 -7.282
H -0.864 -1.558 -2.645
H -1.343 -2.829 -4.973
H -0.461 -2.164 -6.360
H -2.120 -1.652 -6.034
H -0.253 3.340 -2.748
H 0.818 5.532 -3.181
H 2.387 5.783 -5.079
H 2.921 3.859 -6.554
H 1.860 1.678 -6.151

=====

Entry 6:
C3H5N3O | ωB97M-V with the def2-TZVPD basis set

- E_HOMO (spin up / spin down) (eV) = -9.02 / -7.45
- LUMO (spin up / spin down) (eV) = -0.1 / -0.2
- total charge = 0

Atoms and positions in Å:
O -2.393 0.858 -0.326
C -1.657 0.048 0.427
C -0.313 0.255 0.651
N 0.359 1.075 -0.207
N 1.351 0.265 -0.515
C 1.519 -0.703 0.484
N 0.490 -0.726 1.245
H -1.775 1.456 -0.786
H 0.167 -1.055 -1.302
H -2.221 -0.714 0.954
H 2.084 0.591 -1.136
H 2.388 -1.349 0.510

=====

Entry 7:
C2H5NOS | ωB97M-V with the def2-TZVPD basis set

- E_HOMO (eV) = -7.90
- LUMO (eV) = 0.3
- total charge = 0

Atoms and positions in Å:
C -0.891 -0.052 -0.132
C -1.923 1.012 0.065
N -0.152 -0.931 -0.379
O 2.554 -1.274 -0.288
S 2.588 0.233 0.876
H -2.978 0.833 -0.348
H -1.822 1.419 1.061
H -1.527 1.786 -0.647
H 1.670 -0.996 -0.554
H 2.481 -2.029 0.346

=====

Entry 8:
C33H38BrMoN4O2S2 | ωB97M-V with the def2-TZVPD basis set

- E_HOMO (spin up / spin down) (eV) = -10.84 / -10.85
- LUMO (spin up / spin down) (eV) = -3.5 / -3.7
- total charge = +1

Atoms and positions in Å:
Mo 0.661 -0.711 -0.137
C -3.011 0.561 2.040
C -1.634 0.019 1.788
N -1.276 -0.302 0.584
N -2.279 -0.230 -0.411
C -2.037 -1.094 -1.336
S -0.595 -2.121 -1.398
S -3.103 -1.304 -2.703
C -4.666 -0.582 -2.118
C -5.560 -1.563 -1.418
C -6.596 -2.174 -2.113
C -7.424 -3.095 -1.486
C -7.218 -3.417 -0.154
C -6.184 -2.814 0.548
C -5.362 -1.894 -0.081
C -0.718 -0.199 2.918
C -1.039 0.284 4.200
C -0.269 -0.032 5.300
C 0.837 -0.865 5.158
C 1.198 -1.346 3.915
C 0.435 -0.988 2.809
O 0.859 -1.423 1.601
H -3.737 0.096 1.382
H -3.007 1.627 1.798
H -3.327 0.431 3.066
H -5.139 -0.219 -3.031
H -4.422 0.284 -1.505
H -6.762 -1.925 -3.154
H -8.228 -3.558 -2.040
H -7.862 -4.134 0.336
H -6.019 -3.060 1.588
H -4.550 -1.434 0.467
H -1.893 0.926 4.338
H -0.537 0.361 6.269
H 1.425 -1.133 6.026
H 2.059 -1.983 3.774
C 3.683 5.536 -4.512
C 3.158 5.553 -3.077
C 4.319 5.919 -2.144
C 2.063 6.623 -2.970
C 2.568 4.206 -2.659
C 2.184 4.007 -1.336
C 1.635 2.797 -0.960
Br 1.076 2.567 0.814
C 1.456 1.775 -1.883
O 0.921 0.591 -1.454
C 1.795 1.939 -3.231
C 2.354 3.176 -3.567
C 1.516 0.889 -4.312
C 2.230 -0.438 -4.021
C 0.000 0.661 -4.402
C 2.000 1.365 -5.681
H 4.158 6.493 -4.728
H 2.884 5.399 -5.242
H 4.427 4.753 -4.668
H 4.757 6.867 -2.458
H 5.100 5.159 -2.167
H 3.994 6.037 -1.110
H 2.465 7.596 -3.257
H 1.680 6.706 -1.953
H 1.223 6.393 -3.627
H 2.301 4.784 -0.596
H 2.635 3.337 -4.594
H 1.893 -0.899 -3.095
H 3.313 -0.289 -3.984
H 2.024 -1.144 -4.827
H -0.411 0.282 -3.472
H -0.215 -0.070 -5.183
H -0.513 1.589 -4.655
H 3.071 1.576 -5.692
H 1.471 2.256 -6.022
H 1.812 0.578 -6.412
N 5.095 -1.103 -0.392
C 5.004 -0.592 0.884
C 3.687 -0.351 1.091
N 2.976 -0.694 -0.042
C 3.858 -1.150 -0.908
H 5.936 -1.386 -0.864
H 5.868 -0.446 1.503
H 3.212 0.060 1.965
H 3.643 -1.501 -1.902

=====

Entry 9:
CH2CaNaO | ωB97M-V with the def2-TZVPD basis set

- E_HOMO (eV) = -9.79
- LUMO (eV) = -4.7
- total charge = +1

Atoms and positions in Å:
H -0.174 0.362 0.003
O 0.128 2.141 -1.114
C 0.134 1.495 -0.082
Na 1.358 -4.051 0.104
Ca -1.866 -1.891 0.222
H 0.421 1.944 0.867

=====

Entry 10:
C11H18Cl2N2Pb | ωB97M-V with the def2-TZVPD basis set

- E_HOMO (eV) = -8.20
- LUMO (eV) = -2.4
- total charge = 0

Atoms and positions in Å:
Pb -0.804 0.238 1.976
Cl -0.240 2.701 1.138
Cl 1.023 -1.505 2.686
C -1.685 0.193 3.976
H -2.207 -0.814 3.877
H -2.636 0.681 3.563
C -1.753 -1.117 -1.190
C -2.151 -0.307 -0.245
H -1.176 -1.983 -0.898
C -2.804 1.038 -0.445
H -2.343 -0.638 0.833
C -3.380 1.132 -1.845
H -3.472 1.288 0.399
H -1.990 1.754 -0.338
C -2.306 0.682 -2.859
H -4.221 0.435 -1.751
H -3.700 2.171 -2.035
C -1.544 -0.682 -2.596
H -2.787 0.650 -3.849
H -1.503 1.446 -2.859
H -1.852 -1.438 -3.343
H -0.470 -0.477 -2.836
C 2.998 -2.113 0.112
C 3.325 -0.736 0.532
N 2.582 0.355 0.536
C 3.365 1.368 1.032
C 4.625 0.884 1.350
N 4.561 -0.451 1.025
H 3.657 -2.419 -0.711
H 3.139 -2.800 0.955
H 1.955 -2.144 -0.210
H 2.999 2.394 1.139
H 5.490 1.366 1.746
H 5.306 -1.154 1.134

=====

Entry 11:
C25H35AgN2PSi2 | ωB97M-V with the def2-TZVPD basis set

- E_HOMO (eV) = -2.71
- LUMO (eV) = 2.6
- total charge = -1

Atoms and positions in Å:
Ag -0.174 -0.640 1.140
C -2.388 3.645 2.547
Si -2.166 2.230 1.381
C -2.944 2.872 -0.262
C -3.440 0.915 2.038
N -0.574 1.639 1.337
C 0.592 2.285 0.956
C 0.616 3.617 0.441
C 1.813 4.293 0.154
C 3.028 3.632 0.263
C 2.991 2.271 0.610
C 1.838 1.542 0.939
N 1.817 0.196 1.343
Si 3.168 -0.767 1.695
C 2.440 -2.157 2.740
C 4.518 0.081 2.662
C 3.891 -1.482 0.092
H -3.405 3.858 2.742
H -1.844 4.508 2.040
H -1.880 3.437 3.457
H -3.589 3.710 -0.016
H -3.512 2.098 -0.773
H -2.125 3.297 -0.846
H -4.427 1.326 2.019
H -3.241 0.539 3.039
H -3.483 0.026 1.380
H -0.349 4.066 0.464
H 1.889 5.282 -0.185
H 3.952 4.145 -0.002
H 3.925 1.754 0.648
H 2.143 -1.742 3.702
H 3.000 -3.093 2.976
H 1.506 -2.495 2.330
H 4.063 0.883 3.226
H 5.387 0.453 2.145
H 4.913 -0.671 3.405
H 3.059 -1.915 -0.496
H 4.629 -2.357 0.190
H 4.251 -0.633 -0.404
C -3.144 -2.121 -0.476
P -1.397 -1.665 -0.456
C -0.669 -3.166 -1.175
C 0.373 -3.701 -0.447
C 0.964 -4.920 -0.802
C 0.541 -5.576 -1.971
C -0.422 -4.955 -2.765
C -1.034 -3.800 -2.329
C -1.453 -0.377 -1.713
C -0.366 0.520 -1.774
C -0.300 1.552 -2.668
C -1.428 1.798 -3.457
C -2.528 0.935 -3.435
C -2.546 -0.151 -2.567
H -3.847 -1.294 -0.417
H -3.361 -2.863 0.307
H -3.230 -2.622 -1.497
H 0.810 -3.131 0.346
H 1.795 -5.402 -0.246
H 1.018 -6.513 -2.246
H -0.668 -5.333 -3.748
H -1.809 -3.380 -2.935
H 0.441 0.462 -1.088
H 0.618 2.102 -2.729
H -1.461 2.658 -4.173
H -3.356 1.068 -4.123
H -3.429 -0.773 -2.532

=====

Entry 12:
C4H16N2O5 | ωB97M-V with the def2-TZVPD basis set

- E_HOMO (eV) = -9.09
- LUMO (eV) = 0.5
- structure (SMILES) = NC(=O)[C@H](N)CCO.O.O.O
- total charge = 0

Atoms and positions in Å:
N -0.107 -1.513 2.358
C 1.082 -1.375 1.638
O 1.998 -2.103 1.450
C 1.157 0.026 1.031
N 1.172 1.059 2.099
C -0.051 -0.040 -0.134
C 0.655 -0.240 -1.491
O -0.251 -0.331 -2.554
H -0.691 -0.677 2.612
H -0.324 -2.131 2.998
H 2.044 0.060 0.444
H 1.747 1.830 1.819
H 0.217 1.300 2.095
H -0.741 -0.852 0.074
H -0.329 1.020 -0.145
H 1.609 -0.909 -1.577
H 0.958 0.773 -1.822
H -0.802 -1.208 -2.419
O -0.173 -2.977 -1.301
H 0.164 -2.914 -0.444
H 0.155 -3.858 -1.466
O -0.821 3.120 0.243
H -1.004 3.266 -0.662
H -1.451 3.788 0.741
O -2.119 1.837 -2.125
H -2.740 1.820 -1.408
H -1.355 1.229 -2.053

=====

> Which formula does entry 2 have?

C3H6N2

=====

Copy entry 10 word for word.
C11H18Cl2N2Pb | ωB97M-V with the def2-TZVPD basis set

- E_HOMO (eV) = -8.20
- LUMO (eV) = -2.4
- total charge = 0

Atoms and positions in Å:
Pb -0.804 0.238 1.976
Cl -0.240 2.701 1.138
Cl 1.023 -1.505 2.686
C -1.685 0.193 3.976
H -2.207 -0.814 3.877
H -2.636 0.681 3.563
C -1.753 -1.117 -1.190
C -2.151 -0.307 -0.245
H -1.176 -1.983 -0.898
C -2.804 1.038 -0.445
H -2.343 -0.638 0.833
C -3.380 1.132 -1.845
H -3.472 1.288 0.399
H -1.990 1.754 -0.338
C -2.306 0.682 -2.859
H -4.221 0.435 -1.751
H -3.700 2.171 -2.035
C -1.544 -0.682 -2.596
H -2.787 0.650 -3.849
H -1.503 1.446 -2.859
H -1.852 -1.438 -3.343
H -0.470 -0.477 -2.836
C 2.998 -2.113 0.112
C 3.325 -0.736 0.532
N 2.582 0.355 0.536
C 3.365 1.368 1.032
C 4.625 0.884 1.350
N 4.561 -0.451 1.025
H 3.657 -2.419 -0.711
H 3.139 -2.800 0.955
H 1.955 -2.144 -0.210
H 2.999 2.394 1.139
H 5.490 1.366 1.746
H 5.306 -1.154 1.134

=====

Repeat the seventh record exactly.
C2H5NOS | ωB97M-V with the def2-TZVPD basis set

- E_HOMO (eV) = -7.90
- LUMO (eV) = 0.3
- total charge = 0

Atoms and positions in Å:
C -0.891 -0.052 -0.132
C -1.923 1.012 0.065
N -0.152 -0.931 -0.379
O 2.554 -1.274 -0.288
S 2.588 0.233 0.876
H -2.978 0.833 -0.348
H -1.822 1.419 1.061
H -1.527 1.786 -0.647
H 1.670 -0.996 -0.554
H 2.481 -2.029 0.346

=====

> Which value of total charge does entry 3 give?

0